The following is a quantum chemistry calculation of C21H26FeN3O8P2SSb as an isolated structure, from OMol25.

CARTESIAN COORDINATES (ANGSTROEM)
Fe (1.197, 2.265, -1.279)
N (3.774, 2.131, 1.240)
C (3.074, 0.811, 1.388)
C (3.767, -0.057, 2.432)
P (2.890, -0.015, -0.251)
O (4.308, -0.740, -0.351)
O (1.736, -0.978, -0.234)
O (2.837, 1.088, -1.295)
P (1.325, 1.087, 1.882)
O (1.566, 2.254, 2.968)
O (0.660, -0.089, 2.459)
O (0.625, 1.686, 0.657)
H (4.732, 2.008, 0.917)
H (3.770, 2.624, 2.134)
H (3.274, 2.773, 0.533)
H (4.784, -0.298, 2.126)
H (3.212, -0.988, 2.548)
H (3.788, 0.448, 3.400)
H (4.317, -1.454, -1.012)
H (0.970, 2.165, 3.729)
N (-0.034, 4.310, -1.416)
N (0.719, 5.204, -0.644)
C (1.872, 4.792, -0.006)
O (2.433, 5.486, 0.812)
O (2.284, 3.598, -0.386)
H (-0.132, 4.658, -2.362)
H (-0.955, 4.167, -1.014)
H (0.351, 6.111, -0.421)
S (0.031, 1.083, -2.565)
Sb (-0.299, -0.761, -0.527)
C (-0.817, -2.115, -2.140)
C (-1.847, -3.010, -1.887)
C (-2.330, -3.791, -2.928)
C (-1.774, -3.681, -4.196)
C (-0.727, -2.798, -4.428)
C (-0.234, -2.015, -3.393)
C (-0.627, -2.177, 1.086)
C (0.261, -3.236, 1.201)
C (0.051, -4.170, 2.203)
C (-1.018, -4.024, 3.078)
C (-1.881, -2.943, 2.957)
C (-1.687, -2.002, 1.955)
C (-2.144, 0.372, -0.382)
C (-3.084, 0.252, -1.398)
C (-4.257, 0.993, -1.338)
C (-4.491, 1.851, -0.272)
C (-3.547, 1.972, 0.739)
C (-2.368, 1.238, 0.683)
H (-2.281, -3.091, -0.896)
H (-3.137, -4.486, -2.740)
H (-2.156, -4.286, -5.007)
H (-0.292, -2.718, -5.416)
H (0.582, -1.325, -3.568)
H (1.102, -3.328, 0.525)
H (0.727, -5.010, 2.304)
H (-1.180, -4.756, 3.858)
H (-2.707, -2.825, 3.646)
H (-2.361, -1.160, 1.858)
H (-2.912, -0.410, -2.238)
H (-4.987, 0.899, -2.132)
H (-5.408, 2.424, -0.231)
H (-3.722, 2.636, 1.577)
H (-1.625, 1.349, 1.461)

The spin multiplicity is 6. The value obtained for the total energy is -4166.898618 Ha. As for the charge: +1. The LUMO energy (alpha / beta) comes out at -3.88 / -4.14 eV. The calculation puts the HOMO-LUMO gap (alpha / beta) at 7.61 / 7.51 eV. The relative energy (zero: lowest compared OMol25 entry of this formula, charge and spin) is 28.5 kcal/mol.